Record 1
Molecular formula: C56H39I4N6OS4SiY
Method: DFT, ωB97M-V/def2-TZVPD

Output
Net charge: -2
Gap between HOMO and LUMO, eV: 3.92
Energy above the lowest of the compared OMol25 structures with the same formula, charge and spin, kJ/mol: 633.7
Highest occupied orbital energy, eV: -1.195
Spin multiplicity: 1

Structure (XYZ):
```
112
Properties=species:S:1:pos:R:3:forces:R:3
Y -0.30048 -0.76871 -1.12434 -0.55 -0.58 1.25
I 4.06963 -1.72986 -8.80045 0.07 -0.11 -0.24
C 2.61494 -1.97527 -7.31563 0.57 -0.31 -0.45
C 2.44255 -0.92479 -6.45060 -0.18 0.49 0.10
C 1.52487 -1.05589 -5.40958 -0.08 0.30 -0.54
C 0.76182 -2.22430 -5.29209 0.88 -0.43 -0.14
C 1.01190 -3.28366 -6.19208 -0.83 -1.03 0.96
C 1.95422 -3.18843 -7.19609 -0.11 0.98 0.15
C -0.05484 -2.31372 -4.03956 1.12 -0.23 -0.71
C -1.18904 -1.47322 -4.02580 -0.14 -0.72 -0.32
C -2.07074 -1.21169 -5.12279 0.77 0.09 0.48
C -3.13171 -0.56169 -4.57291 -0.01 0.05 -0.14
C -2.86103 -0.39463 -3.17658 -2.45 1.56 -0.08
C -3.69133 0.37090 -2.24433 2.69 -1.67 0.70
C -4.99106 0.82966 -2.71606 -1.17 1.19 -0.30
C -5.21607 1.95124 -3.57231 1.27 -1.17 1.26
C -6.52080 2.33396 -3.82066 0.99 0.24 -0.56
C -7.54147 1.62097 -3.28549 -1.67 -1.11 0.69
I -9.51904 2.28860 -3.54638 -0.04 0.10 -0.17
C -7.39422 0.48545 -2.48015 1.42 1.78 -0.31
C -6.08567 0.14471 -2.16100 -0.57 1.62 -1.83
C -3.35351 0.49831 -0.87322 -0.84 -0.09 -0.50
N -2.36075 -0.13580 -0.16673 1.04 -1.32 -2.26
C -2.24107 0.37994 1.03412 -0.06 1.76 1.27
C -1.27813 0.02204 2.04172 -0.71 0.13 -0.72
C -0.90907 1.11358 3.04885 -0.60 -0.45 0.20
C 0.01754 2.04654 2.29618 0.81 0.50 1.86
C -0.49465 4.47658 3.45686 -1.47 -1.23 2.31
C -1.58293 3.98576 4.44901 0.90 -1.17 -0.98
I -2.69727 5.45864 5.46103 0.28 0.42 -0.15
C -2.12599 2.69486 4.63824 0.23 1.35 0.34
C -1.97972 1.44803 4.07094 1.25 0.16 -0.60
C -0.63311 -1.19622 1.99869 0.91 -1.01 1.56
C -0.06018 -1.88107 3.17795 0.41 0.07 -0.52
C 0.40474 -3.09062 2.77352 0.39 0.28 0.28
C 0.20348 -3.12404 1.30292 0.26 -0.71 1.57
N -0.42522 -2.01255 0.94725 -1.20 0.93 -2.09
C 0.68792 -4.09394 0.43401 -0.03 0.92 -0.48
C 0.64712 -3.90967 -0.97610 1.50 -1.20 0.35
C 1.62447 -4.66085 -1.81332 -2.26 2.68 -1.63
C 1.51979 -4.02911 -3.03503 1.12 -1.21 -0.38
C 0.51207 -3.05208 -3.00622 -2.23 0.94 1.83
N -0.01446 -2.99268 -1.68328 0.53 -0.24 -0.97
C 1.54354 -5.20098 0.92801 0.94 -0.30 0.43
C 1.02020 -6.42010 1.27360 0.18 -0.16 -0.25
C 1.79318 -7.53925 1.50640 1.08 -0.27 0.29
C 3.18285 -7.43206 1.54435 0.22 0.84 -0.26
I 4.40442 -9.08802 2.01891 -0.27 0.24 -0.14
C 3.79932 -6.16794 1.27002 -0.88 -2.10 0.82
C 2.95416 -5.13598 0.98461 0.33 2.72 -1.25
C -3.21354 1.47185 1.17076 -0.84 -0.31 0.26
C -3.98094 1.42254 0.03351 1.31 0.35 0.57
N -1.71269 -0.97661 -2.90102 0.70 -0.32 1.05
H 3.01510 -0.00867 -6.63143 -0.30 -0.32 0.42
H 1.41189 -0.21644 -4.71836 -0.16 -0.36 0.00
H 0.51693 -4.27850 -6.03055 0.28 1.17 -0.15
H 2.17000 -3.98137 -7.87951 -0.02 -0.43 -0.16
H -1.87993 -1.46643 -6.14546 -0.09 -0.13 -0.27
H -3.97833 -0.25715 -5.13180 -0.76 0.39 -0.13
H -4.32590 2.53383 -3.88540 -0.84 -0.43 -0.04
H -6.72376 3.17786 -4.43824 -0.10 0.56 -0.27
H -8.23807 0.11451 -1.96397 -0.64 -0.76 0.25
H -5.89313 -0.61095 -1.49186 0.42 -1.71 1.42
H 0.36491 1.86336 1.27740 -0.40 -0.42 -0.01
H 0.08026 5.28762 3.88813 0.40 -0.02 -0.06
H -2.81813 2.73127 5.48132 -0.23 -0.32 -0.31
H -2.60584 0.65148 4.47359 0.41 -0.04 -0.27
H 0.02082 -1.38759 4.12469 -0.08 -0.15 0.40
H 0.97241 -3.82437 3.38092 -0.65 0.53 -0.56
H 2.21437 -5.47196 -1.52362 0.80 -0.91 0.28
H 2.01150 -4.17888 -3.98945 0.41 -0.47 0.40
H -0.01590 -6.59609 1.31256 -1.32 0.17 -0.17
H 1.23908 -8.45796 1.62321 0.41 -0.32 0.28
H 4.87503 -6.03052 1.31941 -0.21 -0.08 -0.09
H 3.45162 -4.17476 0.66150 -0.77 -0.91 0.53
H -3.33623 2.05582 2.09774 0.05 -0.30 -0.73
H -4.75875 2.05126 -0.30043 -0.85 0.68 0.13
C 3.51046 5.11449 1.93148 0.98 -0.89 1.72
C 2.04827 4.86973 1.92198 0.38 -0.64 0.98
C 1.19790 5.80008 1.29366 -1.11 2.21 -1.56
C -0.15396 5.68322 1.23814 1.11 -1.71 1.21
C -0.79207 4.64016 2.04248 -0.26 0.12 -1.65
C 0.29424 3.50722 2.60014 -1.83 0.43 0.00
N 1.63341 3.76882 2.44234 0.76 0.13 -0.55
N 0.54879 1.08194 3.31160 -0.83 0.61 -0.86
Si 1.64916 1.40042 4.60024 -0.06 -0.13 0.75
C 1.25817 0.15466 6.03570 0.44 1.42 -0.63
C 3.36990 1.13920 3.93480 -0.84 -1.39 0.19
C 1.72833 3.07694 5.47076 1.93 0.84 -1.39
H 3.83702 5.92300 2.58382 -0.48 0.56 -0.03
H 3.91035 5.30579 0.97369 0.47 0.12 -1.22
H 4.03038 4.26136 2.41697 -0.40 0.14 -0.72
H 1.63328 6.58459 0.63119 -0.05 -0.67 0.72
H -0.69398 6.27826 0.55468 -0.70 0.45 -0.67
H -1.75747 4.22046 1.73574 0.35 0.28 -0.03
H 1.63105 -0.82614 5.81406 0.38 -0.60 -0.01
H 0.17132 0.07506 6.17736 0.32 0.32 0.36
H 1.83674 0.62156 6.87544 -0.83 -0.69 -0.28
H 3.39486 0.16404 3.43643 0.12 0.15 -0.16
H 4.07385 1.10952 4.73704 0.61 0.01 0.76
H 3.65691 1.90164 3.26206 0.19 0.82 -0.88
H 1.03166 3.15755 6.23589 -1.70 0.31 1.30
H 1.63953 3.93659 4.75583 -0.02 -0.85 0.84
H 2.71898 3.22981 5.98579 -0.58 -0.44 -0.57
O 5.68672 3.00388 -2.37546 -0.26 -0.18 0.55
C 4.67783 2.43626 -2.01689 -0.06 -0.42 -0.63
S 4.61278 0.97395 -0.95519 -0.24 0.95 -0.23
C 2.85647 0.75818 -1.00938 -0.25 0.52 -1.33
C 2.18860 1.56531 -1.89407 1.13 -0.56 1.36
S 0.53122 1.49743 -2.27109 -1.21 0.19 -0.53
S 3.06286 2.84333 -2.68665 0.95 -0.08 0.38
S 2.14252 -0.58234 -0.16265 0.83 0.04 0.35
```
Forces are in eV/Å.



Record 2
Molecular formula: C16H19F2NO4
Method: DFT, ωB97M-V/def2-TZVPD

Output
Net charge: 0
Gap between HOMO and LUMO, eV: 9.31
Energy above the lowest of the compared OMol25 structures with the same formula, charge and spin, kJ/mol: 4.3
SMILES: O=C(COC(=O)CC1CCCC1)Nc1ccc(OC(F)F)cc1
Highest occupied orbital energy, eV: -8.618
Spin multiplicity: 1

Structure (XYZ):
```
42
Properties=species:S:1:pos:R:3:forces:R:3
O -1.57963 -3.30216 0.08757 -0.14 -0.31 -0.07
C -1.01282 -2.28510 0.41171 0.64 0.20 0.17
C 0.45412 -2.29934 0.88616 -0.27 -0.20 0.37
O 1.34772 -1.67152 -0.03216 0.12 -0.27 -0.26
C 1.50271 -0.35003 0.02115 0.05 0.39 -0.17
O 0.85249 0.37098 0.74440 0.04 0.05 0.10
C 2.60342 0.10935 -0.89111 0.10 -0.19 0.16
C 3.96346 -0.05798 -0.18967 -0.16 -0.03 -0.10
C 5.12268 0.30884 -1.13733 0.13 -0.11 0.11
C 6.08993 1.12909 -0.28627 -0.06 0.13 -0.11
C 5.15472 1.91575 0.62529 0.11 -0.13 0.09
C 4.11093 0.87480 1.03029 0.00 0.08 0.08
N -1.54537 -1.04038 0.43376 0.11 0.47 0.15
C -2.82768 -0.63455 0.05920 -0.41 -0.02 -0.15
C -3.81171 -1.52203 -0.36867 0.11 -0.11 0.02
C -5.06166 -1.04758 -0.71987 -0.18 0.41 -0.06
C -5.32970 0.30929 -0.64896 -0.03 -0.06 0.07
O -6.59946 0.79182 -1.04489 0.96 -0.23 -0.40
C -7.50714 0.90728 -0.07748 -1.38 0.33 0.55
F -7.12045 1.75171 0.91690 0.22 0.20 -0.01
F -7.76028 -0.26773 0.55729 0.08 -0.27 -0.10
C -4.36060 1.20311 -0.22061 -0.22 -0.08 -0.13
C -3.11278 0.72903 0.13032 -0.01 -0.16 -0.03
H 0.78437 -3.33711 0.95218 -0.14 0.19 -0.03
H 0.52670 -1.80891 1.86390 0.04 -0.09 -0.13
H 2.44354 1.15892 -1.13837 -0.05 -0.03 -0.01
H 2.58766 -0.49821 -1.79611 -0.04 0.06 -0.05
H 4.05152 -1.10217 0.12155 0.00 0.04 -0.03
H 5.59206 -0.57460 -1.56681 -0.03 -0.02 -0.12
H 4.74930 0.92506 -1.95639 -0.03 0.02 -0.09
H 6.73245 1.76881 -0.88905 0.11 -0.02 0.00
H 6.72079 0.46906 0.31090 0.07 -0.02 0.03
H 4.68457 2.72368 0.06282 -0.01 0.09 -0.02
H 5.66470 2.34732 1.48471 -0.02 0.11 0.02
H 4.47291 0.30817 1.88913 -0.02 0.01 0.05
H 3.16222 1.33158 1.30732 -0.04 -0.03 0.11
H -0.92793 -0.28618 0.73341 -0.03 -0.36 -0.05
H -3.59572 -2.57576 -0.42107 0.00 -0.01 0.00
H -5.83222 -1.72769 -1.04692 -0.08 -0.05 -0.03
H -8.45159 1.28290 -0.50061 0.39 -0.13 0.05
H -4.58844 2.25584 -0.16232 -0.03 0.08 -0.01
H -2.34973 1.41665 0.46472 0.08 0.09 0.04
```
Forces are in eV/Å.